Entry 1:
Entry from OMol25: 3 unconnected molecules or ions with the total composition C18H31F3NO5 at a distorted geometry (ωB97M-V/def2-TZVPD).

Each line ends with the natural charge from an NBO analysis.
Cartesian coordinates (Å):
C -3.01796 -1.05624 3.98359  -0.654
C -4.29667 -0.65190 3.10847  -0.226
C -4.89165 0.67126 3.85765  -0.415
C -4.22794 1.90981 3.02771  -0.259
N -3.32904 1.23895 2.00222  -0.396
C -3.01283 2.26011 0.93149  -0.237
C -1.93748 3.29269 1.50630  -0.520
C -0.43060 2.94423 1.10777  0.987
F -0.00637 1.78427 1.74782  -0.330
F 0.34441 3.99329 1.64278  -0.329
F -0.19843 2.96611 -0.25846  -0.311
C -4.08808 -0.00043 1.66455  -0.036
C -3.65804 -0.90024 0.43075  -0.456
C -2.09342 -1.17261 0.30094  -0.089
O -1.93651 -2.41067 -0.45229  -0.700
H -2.09446 -1.28398 3.34820  0.217
H -3.21708 -1.93559 4.68369  0.261
H -2.69888 -0.19617 4.66576  0.207
H -5.01534 -1.53294 3.05125  0.255
H -6.00177 0.63222 3.61137  0.236
H -4.58039 0.84950 4.92506  0.245
H -5.13922 2.40836 2.54784  0.239
H -3.78222 2.75942 3.62033  0.249
H -2.41132 1.12941 2.48127  0.453
H -3.96003 2.84472 0.67928  0.247
H -2.61835 1.76600 -0.00528  0.266
H -2.15048 4.34328 1.11381  0.282
H -1.93765 3.38473 2.63619  0.246
H -5.13733 0.40034 1.44066  0.226
H -4.16435 -1.91919 0.48473  0.250
H -4.00178 -0.38720 -0.53115  0.244
H -1.59682 -1.36701 1.30386  0.164
H -1.57260 -0.38415 -0.32263  0.218
H -2.38701 -3.13754 0.01563  0.463
O -0.95318 -0.28225 -2.84443  -0.595
C 0.24716 -0.22256 -2.78068  0.798
O 1.08332 -0.74441 -3.70852  -0.477
C 2.44231 -0.59126 -3.26632  -0.081
C 2.40857 0.54351 -2.26872  -0.429
C 1.03241 0.39106 -1.65280  -0.542
H 2.77047 -1.52972 -2.81541  0.210
H 3.08278 -0.36654 -4.11921  0.203
H 3.22229 0.50352 -1.54363  0.232
H 2.47191 1.50195 -2.79323  0.206
H 1.04016 -0.29965 -0.80544  0.234
H 0.61198 1.35140 -1.36217  0.236
O 4.63257 -2.17545 -1.43846  -0.580
C 5.56433 -2.04882 -2.18841  0.797
O 5.46143 -1.53441 -3.44293  -0.497
C 6.73336 -1.62696 -4.10120  -0.072
C 7.75129 -1.72681 -2.98765  -0.430
C 6.98356 -2.46728 -1.91049  -0.530
H 6.72990 -2.51286 -4.74230  0.185
H 6.89039 -0.74349 -4.72091  0.202
H 8.67331 -2.22388 -3.29086  0.230
H 8.01020 -0.72556 -2.63093  0.211
H 7.06353 -3.55066 -2.02415  0.244
H 7.29366 -2.16169 -0.91232  0.247

Total energy in a.u.: -1434.7433
Total charge: +1
Frontier orbital gap in eV: 9.40

***

Entry 2:
Entry from OMol25: 7 unconnected molecules or ions with the total composition C18H31F4NO16 at a distorted geometry (ωB97M-V/def2-TZVPD).

Each line ends with the natural charge from an NBO analysis.
Cartesian coordinates (Å):
N -1.92991 0.99317 -0.38623  -0.897
H -1.39539 0.91173 -1.31421  0.462
H -2.74681 1.58960 -0.40440  0.441
H -1.28603 1.43374 0.19985  0.452
H -1.94956 0.02316 0.22874  0.509
O 0.76335 0.43260 0.33871  -1.350
H 1.20235 -0.22055 0.89546  0.424
C 3.32962 -0.82499 1.11316  -0.132
C 4.75099 -1.46464 1.11002  0.451
O 4.86294 -2.06898 2.32160  -0.493
C 3.65405 -2.21592 2.94756  0.984
O 3.54021 -2.85849 3.96176  -0.549
O 2.72984 -1.52634 2.20004  -0.519
F 5.69066 -0.54216 0.85919  -0.320
H 2.91702 -1.12082 0.09206  0.214
H 3.28053 0.26699 1.34608  0.217
H 4.91497 -2.21158 0.36312  0.143
C 1.94622 2.64631 3.12813  -0.140
C 1.91957 3.31200 1.68860  0.429
O 3.37973 3.39459 1.41683  -0.463
C 4.02626 2.87503 2.32226  0.948
O 5.24257 2.85609 2.24860  -0.617
O 3.36140 2.34570 3.28190  -0.469
F 1.37441 4.52563 1.79220  -0.318
H 1.41560 1.70577 3.13143  0.207
H 1.67555 3.23817 4.02396  0.215
H 1.37380 2.67293 1.08892  0.204
C 0.37165 -2.27089 -1.54424  -0.157
C 1.28486 -1.44872 -2.54591  0.426
O 0.50842 -1.39021 -3.73506  -0.485
C -0.59322 -2.13176 -3.56625  0.949
O -1.33223 -2.46073 -4.46550  -0.589
O -0.66187 -2.74659 -2.44911  -0.473
F 2.48817 -1.97079 -2.67938  -0.313
H -0.15827 -1.66907 -0.71009  0.224
H 0.86674 -3.15850 -1.12291  0.215
H 1.31024 -0.30173 -1.90683  0.176
C 3.40443 1.83491 -1.59358  -0.096
C 2.14738 2.56686 -2.24073  0.439
O 2.37173 2.36905 -3.64513  -0.470
C 3.28654 1.50892 -3.82015  0.953
O 3.62992 1.17805 -4.88972  -0.584
O 3.84686 1.08531 -2.76371  -0.473
F 2.24447 3.94997 -1.96918  -0.353
H 2.95504 1.07189 -0.61867  0.219
H 4.03745 2.42884 -1.22502  0.188
H 1.18580 2.24838 -1.95682  0.159
C -5.46858 1.21433 -1.68004  -0.277
O -4.30441 0.42571 -1.82454  -0.573
C -4.50409 -0.94572 -2.06822  -0.094
C -4.91560 -1.69780 -0.82414  -0.070
O -4.08817 -1.44989 0.12993  -0.534
C -4.48841 -1.88559 1.41244  -0.077
C -3.29016 -1.87580 2.39797  -0.068
O -2.64287 -0.67554 2.55418  -0.561
C -1.40055 -0.61988 3.13777  -0.259
H -5.94711 1.19992 -0.67461  0.165
H -6.26179 0.71159 -2.31751  0.183
H -5.37180 2.32537 -1.83090  0.203
H -3.43892 -1.25576 -2.27229  0.194
H -4.99004 -1.18233 -3.01894  0.205
H -5.01183 -2.84191 -1.19346  0.162
H -5.96293 -1.40837 -0.56048  0.153
H -4.92129 -2.82092 1.60064  0.190
H -5.27684 -1.30706 1.62369  0.172
H -2.65139 -2.53628 1.85500  0.170
H -3.51986 -2.31947 3.42347  0.183
H -0.65338 -1.25647 2.44456  0.160
H -1.23714 -1.09016 4.08534  0.186
H -0.89090 0.43012 3.05277  0.204

Relative energy (zero: lowest compared OMol25 entry of this formula, charge and spin) in kJ/mol: 92.97
Total energy in a.u.: -2362.2443
Frontier orbital gap in eV: 8.47

***

Entry 3:
Entry from OMol25: a single C18H31N3OS molecule at a distorted geometry (ωB97M-V/def2-TZVPD).

Each line ends with the natural charge from an NBO analysis.
Cartesian coordinates (Å):
C 2.69995 3.88894 3.47717  -0.631
C 2.76481 2.99524 2.27440  0.050
C 4.13147 2.47437 1.95398  -0.663
C 1.68131 2.70964 1.56198  -0.231
C 1.63996 1.83759 0.33549  -0.248
N 2.18191 0.51003 0.59346  -0.455
C 2.40103 -0.28462 -0.59582  -0.234
C 1.10611 -0.85731 -1.18270  -0.250
N 0.46189 -1.67811 -0.16709  -0.463
C -0.69701 -2.39996 -0.67163  -0.262
C -1.73630 -1.51099 -1.27223  0.070
N -2.38509 -0.60310 -0.63736  -0.461
C -3.20844 0.12462 -1.43789  0.143
C -3.99723 1.24738 -0.83273  -0.249
C -5.41834 1.30926 -1.38758  -0.595
C -3.26257 2.57123 -1.06525  -0.589
C -3.17937 -0.24842 -2.74684  -0.454
S -2.08608 -1.55367 -2.99198  0.394
C 0.17518 -0.88939 1.02391  -0.253
C 1.44639 -0.24141 1.60375  -0.051
C 2.42016 -1.19416 2.34588  -0.444
C 2.22818 -2.71099 2.20850  -0.060
O 2.48203 -3.22230 0.93032  -0.756
H 3.39462 4.72062 3.36458  0.212
H 2.99008 3.33687 4.37095  0.212
H 1.69922 4.28683 3.62444  0.212
H 4.58713 2.05110 2.84764  0.214
H 4.08585 1.70904 1.18795  0.242
H 4.76818 3.29157 1.61378  0.213
H 0.73174 3.13586 1.85945  0.194
H 0.60364 1.80853 -0.03914  0.170
H 2.25885 2.28546 -0.45029  0.204
H 2.90742 0.32786 -1.34543  0.203
H 3.05947 -1.11474 -0.32623  0.217
H 1.33466 -1.48668 -2.04683  0.206
H 0.45266 -0.03509 -1.51792  0.175
H -0.35193 -3.10973 -1.42938  0.212
H -1.13250 -2.95819 0.16293  0.226
H -4.03941 1.05649 0.24435  0.220
H -5.99027 2.06888 -0.85983  0.211
H -5.91929 0.35178 -1.26490  0.214
H -5.40903 1.56273 -2.44496  0.198
H -2.25865 2.52815 -0.64866  0.212
H -3.18606 2.77992 -2.13054  0.203
H -3.79943 3.38792 -0.58855  0.208
H -3.72704 0.15255 -3.57452  0.239
H -0.28340 -1.54042 1.77028  0.207
H -0.54942 -0.09271 0.79458  0.204
H 1.10838 0.49783 2.33799  0.220
H 2.36645 -0.97233 3.41303  0.209
H 3.42891 -0.94591 2.01366  0.220
H 1.22017 -2.99529 2.54525  0.143
H 2.94874 -3.20020 2.87167  0.181
H 1.81660 -2.82291 0.33618  0.488

Relative energy (zero: lowest compared OMol25 entry of this formula, charge and spin) in kJ/mol: 123.37
Total energy in a.u.: -1342.1422
Frontier orbital gap in eV: 8.74
SMILES: CC(C)=CCN1CCN(Cc2nc(C(C)C)cs2)C[C@H]1CCO

***

Entry 4:
Entry from OMol25: a molecular structure, C18H31N6O6PdSSeSi (ωB97M-V/def2-TZVPD).

Each line ends with the natural charge from an NBO analysis.
Cartesian coordinates (Å):
Pd -0.63199 0.52139 -0.63809  0.870
C 1.67995 -4.19785 -4.71656  -1.108
Si 1.27520 -4.13909 -2.88504  1.638
C 0.65344 -5.82750 -2.34669  -1.107
C 2.81081 -3.72255 -1.91412  -1.120
C -0.14328 -2.92426 -2.65689  -0.536
C -1.38616 -3.25539 -3.18391  -0.117
C -2.50168 -2.43403 -3.04978  -0.308
C -2.35342 -1.24620 -2.36224  0.077
N -1.16304 -0.90491 -1.88459  -0.452
C -0.07513 -1.68479 -1.99836  0.109
S 1.21607 -0.89464 -1.14988  -0.186
H 2.45472 -4.94024 -4.92440  0.229
H 2.04023 -3.22608 -5.06062  0.242
H 0.79891 -4.45454 -5.30959  0.230
H 1.42207 -6.58803 -2.50563  0.230
H -0.23711 -6.13360 -2.89992  0.228
H 0.39996 -5.81992 -1.28454  0.242
H 3.54639 -4.52028 -2.05556  0.227
H 2.59730 -3.62811 -0.84861  0.259
H 3.25176 -2.78076 -2.24104  0.253
H -1.50268 -4.19669 -3.71258  0.201
H -3.46237 -2.71460 -3.45686  0.218
H -3.15713 -0.54583 -2.17437  0.235
C -0.91367 5.88254 -0.49042  -0.395
N 0.19753 4.94400 -0.49627  -0.404
C 0.94951 4.72609 0.60089  0.131
C 1.94063 3.80970 0.60759  -0.399
C 2.06046 3.02141 -0.57299  0.462
N 1.36052 3.23267 -1.65673  -0.576
C 0.42281 4.22467 -1.69007  0.757
O -0.23039 4.51986 -2.67724  -0.647
N 2.96554 1.98933 -0.60433  -0.795
H -0.91987 6.40343 0.46418  0.189
H -1.84958 5.34139 -0.59959  0.249
H -0.79819 6.58966 -1.31006  0.206
H 0.69905 5.31799 1.47123  0.204
H 2.53122 3.62134 1.49002  0.219
H 3.14539 1.54736 0.28419  0.384
H 2.77646 1.33271 -1.34950  0.408
O -0.47291 1.96975 0.91580  -1.092
Se -2.15157 2.14366 0.98552  2.750
O -2.61290 3.68387 1.04182  -1.054
O -2.44384 1.44658 -0.53058  -1.039
O -2.78790 1.22290 2.15046  -1.079
C 1.78185 1.11317 3.49142  -0.394
N 0.38683 0.78874 3.70667  -0.486
C -0.45390 1.98690 3.72728  -0.449
C -0.04579 -0.30700 2.94963  0.808
O 0.65251 -0.82066 2.08729  -0.684
N -1.28284 -0.80388 3.22183  -0.446
C -1.83896 -1.71900 2.24537  -0.390
C -2.10071 -0.46402 4.36015  -0.408
H 2.08573 1.84410 4.24359  0.182
H 1.93707 1.53974 2.49285  0.182
H 2.39594 0.22099 3.58631  0.209
H -0.09493 2.70283 2.98114  0.207
H -0.42813 2.45331 4.71672  0.170
H -1.47932 1.75271 3.45540  0.261
H -1.64201 -1.35406 1.23963  0.219
H -2.91797 -1.76037 2.38532  0.196
H -1.41429 -2.72245 2.34525  0.182
H -1.49495 0.01370 5.12572  0.211
H -2.52439 -1.37876 4.78530  0.178
H -2.92287 0.20161 4.07907  0.221

Relative energy (zero: lowest compared OMol25 entry of this formula, charge and spin) in kJ/mol: 43.21
Total energy in a.u.: -4701.5747
Total charge: -1
Frontier orbital gap in eV: 7.81

***

> Which value of total energy does entry 1 give?

-1434.7433 a.u.

***

> The lowest frontier orbital gap belongs to which entry?

C18H31N6O6PdSSeSi

***

> Which of these has the highest frontier orbital gap?

C18H31F3NO5

***

> Which value of total energy does entry 2 give?

-2362.2443 a.u.